Entry 1:
{
  "formula": "C5H13N2O",
  "method": "the ωB97M-V functional and the def2-TZVPD basis",
  "homo_ev": -13.91,
  "e_above_lowest_ev": 1.187,
  "homo_lumo_gap_ev": 10.6,
  "lumo_ev": -3.3,
  "total_charge": 1,
  "species": ["C", "C", "C", "N", "H", "H", "H", "H", "H", "H", "H", "H", "C", "C", "N", "O", "H", "H", "H", "H", "H"],
  "coordinates": [[-2.71401, 1.69898, -1.40084], [-1.42398, 1.11855, -0.94055], [-0.59058, 1.77042, -0.15634], [0.69094, 1.17560, 0.27097], [-2.91293, 2.65565, -0.92489], [-2.65777, 1.84656, -2.48040], [-3.53700, 1.01315, -1.21068], [-1.15165, 0.12685, -1.28655], [-0.76096, 2.76706, 0.22129], [0.84274, 0.25723, -0.21611], [1.49364, 1.77101, 0.06355], [0.68762, 0.96947, 1.27226], [1.20519, -1.86526, 1.85868], [1.86411, -1.98102, 0.49898], [1.07036, -1.58901, -0.61458], [3.00667, -2.31191, 0.37043], [0.12222, -1.75156, 1.85620], [1.68603, -1.03438, 2.38257], [1.47479, -2.74858, 2.43309], [1.48145, -1.94110, -1.47487], [0.12313, -1.94768, -0.52221]],
  "atomic_forces_ev_per_a": [[0.108, -0.047, -0.162], [0.068, -0.042, 0.052], [0.139, 0.257, 0.117], [-0.158, -0.325, -0.207], [-0.058, 0.012, 0.001], [-0.106, 0.025, -0.027], [-0.047, -0.004, 0.039], [-0.053, -0.033, -0.063], [0.025, 0.019, 0.084], [0.057, -0.044, 0.023], [-0.027, 0.107, 0.043], [0.082, 0.150, 0.014], [0.262, -0.038, -0.022], [-0.092, -0.136, 0.212], [-0.184, -0.332, 0.218], [0.070, 0.130, -0.169], [-0.001, 0.057, -0.090], [-0.120, 0.040, 0.025], [-0.064, -0.059, -0.007], [0.081, 0.176, -0.021], [0.019, 0.085, -0.058]]
}



Entry 2:
{
  "formula": "C5H13N2O",
  "method": "the ωB97M-V functional and the def2-TZVPD basis",
  "homo_ev": -14.72,
  "e_above_lowest_ev": 6.882,
  "homo_lumo_gap_ev": 5.9,
  "lumo_ev": -8.8,
  "total_charge": 1,
  "species": ["N", "C", "C", "N", "C", "C", "C", "O", "H", "H", "H", "H", "H", "H", "H", "H", "H", "H", "H", "H", "H"],
  "coordinates": [[-2.25982, 1.02397, -1.14031], [-1.62566, 1.78904, -0.16002], [-0.71078, 0.78755, 0.54183], [-0.42793, -0.32895, -0.22625], [0.43617, -2.46458, -0.78019], [0.32207, -1.38912, 0.33789], [1.78161, -0.92303, 0.62677], [-0.25077, 1.02061, 1.60626], [1.65876, 2.86696, 1.45824], [-3.19846, 1.28183, -1.38548], [1.77277, 3.24387, 0.84393], [-0.94877, 2.57265, -0.52257], [-2.29015, 2.26074, 0.54608], [-1.70147, 0.40939, -1.71779], [0.94948, -1.99602, -1.62542], [0.91464, -3.37682, -0.45747], [-0.53755, -2.72855, -1.19647], [-0.22683, -1.77011, 1.21007], [2.48977, -1.69587, 0.84425], [2.13452, -0.37247, -0.25102], [1.71840, -0.21108, 1.44766]],
  "atomic_forces_ev_per_a": [[0.262, -0.254, 0.240], [1.007, 0.407, -0.536], [-1.135, 0.628, 0.278], [0.913, -0.144, -0.112], [-0.539, 0.596, -0.650], [-1.136, -1.316, -1.052], [-0.120, 1.695, -0.075], [0.633, -0.339, 0.921], [-0.074, -0.222, 0.390], [-0.402, -0.558, -0.107], [0.102, 0.253, -0.414], [0.003, 0.028, -0.178], [-0.392, -0.091, 0.187], [-0.162, 0.440, -0.353], [0.327, -0.297, 0.179], [0.323, -0.010, 0.228], [-0.140, -0.028, 0.376], [0.558, 0.209, 0.386], [-0.119, -0.837, 0.044], [0.029, -0.129, 0.083], [0.064, -0.033, 0.164]]
}